Entry 1:
Computed, not measured: the molecule C5H8O2 at a distorted geometry, with the ωB97M-V functional and the def2-TZVPD basis.

Structure (XYZ):
```
15
Properties=species:S:1:pos:R:3:forces:R:3:lowdin_charge:R:1
O 2.5451 0.2241 1.0787 -0.1 0.1 0.3 -0.05
C 1.8889 0.2710 -0.1795 -0.1 0.0 -0.4 -0.20
C 0.4241 0.0904 -0.1328 0.5 -0.3 -0.9 -0.29
O -0.2667 0.9315 0.6228 0.3 0.9 0.5 0.01
C -1.5698 0.6190 0.6465 -0.6 0.1 -0.1 -0.13
C -1.7670 -0.2482 -0.5415 -0.2 -0.2 0.1 -0.17
C -0.4883 -1.0600 -0.3377 0.4 -0.3 0.2 -0.13
H 2.0162 0.7705 1.6736 0.2 -0.1 0.1 0.08
H 2.0615 1.2350 -0.6780 0.3 0.0 0.1 0.12
H 2.3311 -0.5102 -0.8052 -0.1 0.1 0.1 0.13
H -0.3988 -1.4494 0.7090 -0.9 -0.5 -0.3 0.14
H -2.2299 1.3402 1.0989 0.1 0.2 -0.1 0.10
H -1.5940 0.3763 -1.4643 -0.2 -0.3 0.4 0.13
H -2.7247 -0.7570 -0.6374 0.2 -0.2 0.2 0.11
H -0.2761 -1.8632 -1.0392 0.3 0.4 -0.2 0.12
```
Positions in Å, forces in eV/Å.

energy: -9405.876 eV
energy relative to the best compared isomer or geometry (same formula, charge and spin): 381.7 kJ/mol
largest force on an atom: 1.1 eV/Å

Entry 2:
Computed, not measured: a cluster of 2 separate species, C5H8O2 in total, with the ωB97M-V functional and the def2-TZVPD basis.

Structure (XYZ):
```
15
Properties=species:S:1:pos:R:3:forces:R:3:lowdin_charge:R:1
C -2.3380 0.2151 0.0036 0.1 0.1 0.0 0.00
C -1.1475 0.7979 0.1005 -0.2 -0.1 -0.2 -0.26
O -0.4195 0.7947 1.2483 -0.1 -0.1 0.0 -0.06
C 0.9858 0.6609 1.0872 0.2 0.2 0.1 -0.22
C 1.5828 -0.6168 0.5809 0.1 0.0 -0.2 0.08
C 1.6055 0.4141 -0.2118 -0.1 -0.2 0.3 -0.31
O 1.8744 0.9850 -1.3886 0.1 -0.2 0.0 0.10
H -2.7590 -0.3390 0.8363 0.0 0.1 -0.1 0.06
H -2.9101 0.2963 -0.9138 0.1 0.0 0.1 0.05
H -0.6957 1.3412 -0.7321 -0.1 -0.1 0.1 0.12
H 1.4588 1.2446 1.8778 -0.1 -0.1 -0.1 0.14
H 1.7635 -1.6575 0.7977 0.0 0.2 0.0 0.10
H 2.2088 0.3021 -1.9886 0.0 0.1 0.0 0.13
H -0.8374 -1.9334 -0.5938 0.1 -0.1 0.0 0.02
H -0.3724 -2.5052 -0.7037 -0.1 0.0 0.0 0.04
```
Positions in Å, forces in eV/Å.

energy: -9405.085 eV
energy relative to the best compared isomer or geometry (same formula, charge and spin): 458.0 kJ/mol
structure (SMILES): C=CO[C@H]1C=C1O.[H][H]
largest force on an atom: 0.4 eV/Å

Entry 3:
Computed, not measured: the molecule C5H8O2 at a distorted geometry, with the ωB97M-V functional and the def2-TZVPD basis.

Structure (XYZ):
```
15
Properties=species:S:1:pos:R:3:forces:R:3:lowdin_charge:R:1
O 0.2979 -2.3633 -0.1964 0.1 -0.5 -0.5 0.09
C 0.1201 -1.1050 0.1726 0.2 0.2 0.3 -0.38
C -1.1096 -0.6831 0.6008 0.3 0.3 -0.6 -0.09
C -1.0600 0.6321 1.3293 -0.3 0.1 0.0 -0.20
O -0.1857 1.6399 0.7609 0.1 0.1 0.0 -0.14
C 0.5748 1.2452 -0.3482 0.3 -0.1 -0.2 -0.22
C 1.1942 -0.1505 -0.1725 0.3 0.1 0.2 -0.08
H -0.4651 -2.8582 0.1580 0.1 0.2 -0.2 0.13
H -1.4447 -0.7693 -0.4740 -1.6 -0.1 0.9 0.15
H -0.6829 0.4116 2.3529 -0.2 0.2 -0.6 0.12
H -2.0371 1.1208 1.4573 0.2 -0.3 -0.2 0.11
H 1.3770 1.9800 -0.4554 -0.1 0.0 0.1 0.12
H 0.0023 1.2822 -1.2949 -0.1 -0.1 0.3 0.13
H 1.9377 -0.1345 0.6196 0.4 0.1 0.0 0.13
H 1.6549 -0.4882 -1.1068 0.2 0.0 0.2 0.14
```
Positions in Å, forces in eV/Å.

energy: -9406.697 eV
energy relative to the best compared isomer or geometry (same formula, charge and spin): 302.5 kJ/mol
structure (SMILES): OC1=CCOCC1
largest force on an atom: 1.9 eV/Å

Entry 4:
Computed, not measured: a cluster of 2 separate species, C5H8O2 in total, with the ωB97M-V functional and the def2-TZVPD basis.

Structure (XYZ):
```
15
Properties=species:S:1:pos:R:3:forces:R:3:lowdin_charge:R:1
C 2.3357 -0.7889 0.6223 0.0 0.0 0.0 -0.04
C -0.4863 0.9188 0.6286 0.1 0.0 -0.2 0.08
C -0.4754 1.4592 -0.6592 0.3 0.3 0.1 -0.15
O -1.1377 0.6888 -1.6725 0.0 0.0 0.1 0.00
C -1.8782 0.7294 -0.4695 -0.6 -0.1 0.0 -0.16
C -1.3299 -0.3373 0.4320 -0.2 0.0 0.2 -0.33
O -0.8817 -1.4849 -0.2105 0.1 0.1 -0.2 0.00
H 3.3987 -0.5408 0.6469 -0.1 0.0 0.0 0.02
H 1.9970 -0.8177 -0.4156 0.0 0.0 0.1 0.01
H 2.1740 -1.7678 1.0770 0.0 0.1 -0.1 0.02
H 1.7672 -0.0335 1.1721 0.1 -0.1 -0.1 0.00
H -0.2534 2.4833 -0.9476 0.0 -0.2 0.1 0.14
H -2.7822 1.3272 -0.4362 0.1 -0.1 0.0 0.16
H -1.8996 -0.6265 1.3110 0.1 0.1 -0.1 0.14
H -0.5482 -1.2092 -1.0788 0.0 -0.1 0.1 0.10
```
Positions in Å, forces in eV/Å.

energy: -9404.205 eV
energy relative to the best compared isomer or geometry (same formula, charge and spin): 542.9 kJ/mol
largest force on an atom: 0.6 eV/Å